ORCA calculation (ωB97M-V/def2-TZVPD) on 11 unconnected molecules or ions with the total composition C22H66O11 in a non-equilibrium geometry.

Results
LUMO energy	0.400	eV
SMILES	CCO.CCO.CCO.CCO.CCO.CCO.CCO.CCO.CCO.CCO.CCO
calculated total energy	-46403.198	eV
relative energy (zero: lowest compared OMol25 entry of this formula, charge and spin)	3.546	eV
HOMO level	-9.7475	eV
multiplicity	1
frontier orbital gap	10.1	eV

```
99
Properties=species:S:1:pos:R:3:forces:R:3:mulliken_charge:R:1
C 3.134 0.233 4.643 -1.66 -0.70 -1.49 -1.41
C 2.790 -0.300 3.193 0.77 0.37 1.78 0.07
O 1.406 -0.196 2.953 0.10 0.00 -0.07 -0.16
H 4.163 0.253 4.757 2.24 -0.09 0.21 0.49
H 2.744 -0.437 5.411 -0.28 0.21 -0.07 0.29
H 2.804 1.256 4.777 -0.43 0.09 0.05 0.30
H 3.102 -1.359 3.157 -0.09 0.33 -0.20 0.31
H 3.396 0.281 2.470 -0.41 -0.31 0.12 0.06
H 1.301 0.385 2.185 -0.44 0.10 -0.21 -0.06
C -1.668 -4.082 2.270 -0.15 1.12 2.07 -1.15
C -0.619 -3.042 2.650 0.80 0.21 1.11 0.41
O -1.289 -1.927 3.334 -0.28 -1.56 -1.03 -0.45
H -2.452 -3.522 1.771 -0.24 -0.36 -0.33 0.15
H -2.057 -4.509 3.237 0.15 0.31 -1.03 0.36
H -1.242 -4.871 1.696 0.21 -0.55 -0.64 0.24
H -0.015 -2.671 1.792 -0.62 -0.19 0.38 -0.20
H 0.129 -3.469 3.382 -0.66 0.25 -0.71 0.39
H -0.596 -1.328 3.566 0.87 0.81 0.23 0.14
C -2.333 -2.107 -2.405 -0.26 1.19 -0.62 -0.96
C -2.942 -2.724 -1.171 1.25 -0.31 0.72 -0.22
O -2.934 -1.896 -0.022 1.23 -1.70 0.35 -0.27
H -2.285 -2.878 -3.181 -0.24 0.31 -0.15 0.47
H -1.307 -1.719 -2.297 -0.31 -0.20 0.32 0.04
H -2.970 -1.236 -2.732 0.59 -0.90 0.06 0.29
H -2.336 -3.634 -0.892 -0.79 0.89 -0.02 0.25
H -3.923 -3.069 -1.436 -0.81 -0.21 0.05 0.40
H -3.477 -1.127 -0.021 -0.87 1.25 -0.64 0.24
C 1.307 -1.325 -0.281 0.74 -0.14 1.70 -0.54
C 0.207 -0.439 0.187 -1.09 1.70 -0.73 1.41
O 0.582 0.951 0.581 0.29 -1.07 0.29 0.18
H 0.908 -2.321 -0.391 -0.30 -0.45 -0.29 0.37
H 2.059 -1.429 0.531 -0.08 0.18 -0.58 -0.03
H 1.724 -0.996 -1.208 0.42 0.10 -0.38 -0.08
H -0.380 -0.872 1.000 0.31 0.42 0.14 -0.86
H -0.508 -0.312 -0.631 -0.10 -0.05 0.00 -0.14
H 1.034 1.454 -0.129 -0.38 -0.71 -0.06 -0.24
C 4.349 2.039 -0.421 0.39 0.35 -1.25 -0.96
C 3.883 3.161 -1.424 0.90 -1.24 2.15 0.08
O 3.743 2.518 -2.672 -0.13 0.21 -0.92 -0.42
H 4.443 2.287 0.622 0.11 0.72 0.35 0.40
H 5.321 1.674 -0.791 -0.32 -0.07 0.29 0.34
H 3.643 1.218 -0.427 -0.22 -0.23 -0.35 0.07
H 4.606 3.964 -1.440 0.40 0.18 -0.23 0.50
H 2.974 3.575 -1.015 -0.59 0.05 -0.62 -0.18
H 4.351 2.872 -3.344 -0.36 -0.08 0.62 0.23
C 0.131 5.132 2.521 0.56 -0.89 -1.30 -1.23
C -0.648 4.306 1.436 0.02 0.48 0.98 0.93
O -0.540 4.822 0.117 0.87 1.09 -0.67 -0.52
H 1.018 4.642 2.909 -0.18 -0.82 0.23 0.33
H -0.460 5.453 3.351 -0.47 0.34 0.33 0.34
H 0.643 5.953 2.042 -0.46 0.87 -0.23 0.35
H -1.728 4.288 1.659 0.37 0.14 0.09 0.03
H -0.327 3.269 1.414 0.21 -0.18 0.14 -0.44
H 0.163 5.518 0.017 -1.01 -1.20 0.46 0.27
C -0.512 -4.922 -2.351 1.98 -1.98 0.05 0.09
C 0.382 -5.516 -1.260 1.33 -0.02 -1.12 -0.05
O 1.018 -6.697 -1.835 -0.15 0.50 0.63 -0.57
H -1.358 -5.559 -2.476 -0.56 -0.73 -0.60 0.43
H 0.155 -4.891 -3.261 -1.11 0.30 0.78 0.32
H -0.913 -4.022 -2.026 -0.07 1.85 0.15 -0.89
H -0.062 -5.842 -0.335 -0.74 0.28 0.32 0.18
H 1.167 -4.762 -1.032 -0.30 -0.39 0.08 0.16
H 1.459 -7.134 -1.093 -0.02 -0.03 -0.38 0.31
C -2.343 1.089 4.783 1.23 -0.75 -0.26 -1.35
C -2.758 1.059 3.334 -0.45 -0.83 0.45 0.46
O -4.041 0.344 3.202 1.33 0.25 -0.37 -0.69
H -3.117 1.518 5.400 -0.17 -0.09 0.29 0.39
H -1.405 1.640 4.907 -0.18 0.35 -0.10 0.33
H -2.040 0.075 5.075 -0.58 0.06 0.34 0.25
H -1.982 0.614 2.698 -0.26 -0.10 0.08 -0.24
H -2.870 2.080 3.033 -0.64 0.55 -0.59 0.49
H -3.812 -0.606 3.241 -0.10 0.58 -0.04 0.38
C -0.505 1.734 -3.238 0.45 0.31 -0.75 -0.77
C 0.562 2.751 -2.998 0.65 1.12 0.49 -0.38
O 0.866 2.828 -1.571 0.41 -0.29 -0.92 -0.06
H -0.810 1.695 -4.266 0.00 0.05 -0.77 0.54
H -1.381 1.973 -2.700 -1.06 0.33 0.87 0.18
H -0.169 0.769 -2.974 0.37 -1.15 0.41 0.02
H 0.240 3.758 -3.366 0.20 -0.61 0.35 0.30
H 1.549 2.546 -3.463 -0.82 -0.09 0.15 0.25
H 0.067 3.045 -1.094 -0.50 0.45 0.16 -0.04
C -4.170 2.531 -1.247 -0.16 0.43 0.52 -1.45
C -3.270 1.969 -0.157 -1.61 -1.37 -0.58 0.73
O -3.962 0.738 0.221 0.52 0.53 0.76 -0.69
H -3.809 3.526 -1.605 -0.56 -0.77 0.10 0.31
H -5.157 2.567 -0.711 0.75 0.57 -0.78 0.42
H -4.336 1.807 -2.051 0.39 0.25 -0.08 0.31
H -3.277 2.649 0.653 -0.03 0.74 1.08 0.11
H -2.239 1.745 -0.344 0.59 -0.18 -0.68 -0.10
H -4.170 0.808 1.171 0.06 -0.40 -0.20 0.33
C 2.392 -1.939 -4.708 0.10 0.93 0.57 -0.89
C 3.058 -0.726 -4.077 -0.72 1.71 -0.06 -0.28
O 2.121 -0.165 -3.052 1.30 -0.93 -1.43 -0.36
H 1.547 -1.688 -5.373 0.67 0.06 0.13 0.30
H 1.952 -2.396 -3.842 -0.14 -1.17 0.21 0.05
H 3.176 -2.518 -5.198 -0.42 -0.34 -0.02 0.37
H 3.191 0.039 -4.864 0.06 -0.04 0.35 0.31
H 4.079 -0.910 -3.667 -0.89 -0.19 0.08 0.34
H 2.466 0.693 -2.780 0.24 0.16 -0.05 -0.05
```
Forces are in eV/Å.

***

ORCA calculation (ωB97M-V/def2-TZVPD) on 11 unconnected molecules or ions with the total composition C22H66O11S4 in a non-equilibrium geometry.

Results
LUMO energy	-0.081	eV
calculated total energy	-89729.601	eV
relative energy (zero: lowest compared OMol25 entry of this formula, charge and spin)	2.243	eV
HOMO level	-8.7884	eV
multiplicity	1
frontier orbital gap	8.7	eV

```
103
Properties=species:S:1:pos:R:3:forces:R:3:mulliken_charge:R:1
C -1.563 1.256 -3.898 2.98 -1.76 0.14 -0.20
C -0.225 1.329 -4.840 -2.32 0.97 1.36 -0.85
O 0.588 0.205 -4.639 0.28 1.03 -0.40 -0.36
H -1.228 1.102 -2.800 -0.34 -0.56 -1.83 -0.55
H -2.144 0.363 -4.356 0.60 1.70 1.16 0.26
H -2.065 2.190 -3.770 -0.56 0.34 -1.22 0.82
H 0.426 2.176 -4.746 0.11 0.68 0.99 0.40
H -0.698 1.596 -5.794 0.50 -1.27 -0.78 0.30
H 0.061 -0.520 -4.931 -0.63 -1.51 -0.43 0.30
C 0.473 -3.729 1.447 0.95 -3.59 -3.24 -1.17
C 0.218 -4.913 0.378 -3.38 2.13 0.95 -0.06
O 1.370 -5.177 -0.285 1.10 -2.71 -2.70 -0.49
H 0.960 -2.909 1.011 1.53 0.76 -0.90 0.34
H 1.041 -4.255 2.154 0.61 0.16 1.74 0.34
H -0.413 -3.295 1.663 -3.18 0.69 1.73 0.54
H -0.552 -4.554 -0.351 0.30 0.11 0.32 -0.15
H -0.355 -5.782 0.842 1.27 0.65 -0.05 0.31
H 1.154 -5.842 -1.046 0.78 1.82 2.12 0.34
C 3.089 -1.766 -2.897 3.13 -0.68 -3.34 -0.73
C 4.197 -2.476 -2.059 -0.39 1.67 0.28 -0.41
O 4.684 -1.504 -1.045 1.41 -4.09 2.23 -0.47
H 2.655 -2.439 -3.685 -0.78 -0.24 1.77 0.35
H 3.534 -1.195 -3.783 -0.10 0.62 1.84 0.36
H 2.506 -1.178 -2.211 -0.64 0.07 -0.31 0.06
H 5.006 -3.119 -2.457 -0.19 1.07 -0.71 0.36
H 3.643 -3.147 -1.507 -1.30 -1.83 1.37 0.14
H 5.013 -2.223 -0.257 -1.22 3.45 -3.09 0.31
C 3.857 1.388 1.553 0.10 2.47 2.48 -0.02
C 5.409 1.183 1.646 -1.92 3.99 2.34 -0.52
O 5.883 2.471 2.216 1.05 -2.49 1.67 -0.58
H 3.187 1.413 2.548 2.90 0.75 -1.65 0.23
H 3.615 0.452 1.272 -1.83 -2.79 -2.31 0.45
H 3.435 2.296 1.023 1.19 -1.50 -0.26 -0.12
H 5.879 0.976 0.726 0.30 -0.22 -1.29 0.28
H 5.700 0.425 2.384 -0.29 0.25 -0.17 0.26
H 5.877 3.237 1.685 -0.31 0.76 -1.61 0.29
C -3.511 -2.605 -0.030 -3.99 2.95 1.45 -0.10
C -4.613 -2.737 1.141 -5.64 2.72 -5.92 -0.61
O -5.588 -3.747 0.831 -1.60 -2.70 -1.09 -0.58
H -4.154 -2.146 -0.866 1.51 -0.95 0.71 0.11
H -3.046 -3.531 -0.232 0.50 -0.89 -0.31 0.25
H -2.857 -1.808 0.381 -0.02 -0.66 -0.64 0.04
H -5.446 -1.832 1.242 3.37 -1.18 0.07 0.17
H -4.216 -3.069 1.931 3.43 -1.38 6.60 0.51
H -6.234 -4.240 1.457 2.39 2.09 -0.83 0.30
C -3.212 2.289 -1.694 -1.16 4.42 -2.68 -0.66
C -3.319 2.626 -0.238 -2.54 2.50 -1.59 0.72
O -3.497 4.090 0.055 -2.60 -3.26 1.05 -0.58
H -2.295 2.715 -2.258 -1.73 -0.10 1.93 -0.28
H -4.111 2.536 -2.349 0.69 0.89 0.95 0.29
H -3.257 1.334 -2.001 0.57 -4.18 0.18 0.40
H -2.381 2.375 -0.023 3.84 -1.08 2.53 -0.57
H -4.091 2.005 0.283 0.62 1.11 -0.20 0.32
H -2.894 4.735 -0.243 1.77 0.23 -1.13 0.34
C -0.408 -0.212 0.069 0.93 4.51 0.27 0.49
C 0.019 0.131 1.516 1.05 -0.21 -4.92 -1.87
O 1.018 1.034 1.382 5.08 0.63 2.59 0.46
H 0.581 -0.356 -0.430 -1.05 0.25 -0.12 -0.05
H -1.064 0.685 -0.411 1.75 -2.22 0.97 -0.93
H -0.923 -1.070 0.101 -2.18 -3.23 -0.45 0.18
H 0.424 -0.647 1.993 1.79 -4.26 1.13 0.83
H -0.656 0.322 2.215 -4.08 2.02 2.44 0.92
H 1.886 0.630 1.976 -3.36 1.49 -2.19 -0.33
C 1.561 4.180 0.076 -2.60 2.20 0.86 -0.43
S 0.606 3.335 -1.258 -1.36 2.52 -1.33 1.03
O -0.218 4.483 -1.948 1.56 -2.29 1.44 -0.75
C 2.045 2.979 -2.267 0.90 -1.10 4.97 -1.23
H 2.116 5.075 -0.387 -0.67 -1.54 0.96 0.43
H 2.015 3.570 0.841 0.92 -0.57 -0.65 -0.15
H 0.699 4.567 0.810 1.47 -0.18 -2.08 0.04
H 2.590 3.837 -2.456 1.05 2.15 0.07 0.49
H 2.046 2.492 -3.159 -1.10 -2.01 -2.25 0.37
H 2.593 2.371 -1.419 -0.45 0.77 -1.98 0.21
C -3.372 -2.834 -3.867 1.66 0.25 2.55 -0.69
S -1.597 -2.875 -4.330 -0.17 0.69 0.38 0.36
O -1.266 -1.783 -5.313 -0.57 -0.54 0.21 -0.66
C -1.061 -2.230 -2.738 -0.83 -0.95 1.20 0.47
H -3.517 -1.932 -3.296 -0.24 1.22 -0.74 0.03
H -3.459 -3.448 -2.927 -0.15 -0.71 -1.58 0.31
H -4.016 -2.950 -4.692 -0.81 -0.51 -0.64 0.46
H -1.015 -3.072 -1.975 -0.85 1.24 -0.61 0.14
H -1.408 -1.209 -2.458 -0.80 -1.06 -0.02 -0.23
H -0.060 -2.018 -2.824 2.80 0.28 -0.80 -0.24
C 1.629 -2.255 4.650 -2.14 0.56 1.82 -0.80
S 2.438 -0.660 4.604 2.26 -0.71 -1.66 0.16
O 2.850 -0.365 3.142 -1.07 -1.54 2.22 -0.46
C 1.111 0.372 4.888 -1.27 3.18 -3.19 -0.69
H 2.309 -3.043 4.801 1.15 -0.90 -0.81 0.42
H 0.854 -2.361 3.906 0.37 -0.18 -0.86 0.00
H 1.016 -2.394 5.583 0.55 0.86 -0.32 0.44
H 0.854 0.377 5.881 -1.08 -0.59 2.44 0.78
H 0.241 0.115 4.139 1.59 0.83 1.65 -0.03
H 1.512 1.500 4.793 -0.88 -2.55 -0.45 0.22
C -2.917 3.299 3.387 3.75 0.38 2.66 -1.48
S -1.567 4.277 2.730 -0.57 1.09 3.04 0.66
O -1.180 5.097 3.957 -0.10 -0.08 -1.42 -0.75
C -0.501 2.903 2.796 1.84 -0.15 -1.27 -0.43
H -3.824 3.621 3.453 -5.56 3.16 -0.99 0.64
H -2.854 3.118 4.481 1.45 0.19 -0.38 0.45
H -2.979 2.395 2.981 0.01 -3.85 -2.16 0.40
H 0.542 3.266 2.822 -0.46 0.14 -0.58 0.16
H -0.652 2.296 1.886 0.12 0.36 0.71 -0.13
H -0.535 2.361 3.714 -0.81 -0.50 0.61 0.38
```
Forces are in eV/Å.